# 1
A structure of composition C35H31N3OPPtS3SeTe, computed with ωB97M-V/def2-TZVPD.

Results
Kohn-Sham gap (alpha / beta): 0.2310 / 0.1951 Ha
Net charge: +1
2S+1: 5

Atoms and positions in Å:
Pt 1.49 -0.94 -0.27
S 2.08 -5.41 0.17
C 2.05 -3.81 0.00
S 2.40 -2.60 1.21
S 1.57 -2.97 -1.50
O 0.20 -0.52 -3.60
N 1.27 0.09 -2.99
C 2.38 0.08 -3.61
C 3.60 0.66 -3.06
C 4.69 0.70 -3.92
C 5.91 1.22 -3.53
C 6.06 1.71 -2.24
C 4.98 1.68 -1.37
C 3.75 1.16 -1.75
P 2.39 1.16 -0.53
C 3.11 1.71 1.03
C 3.91 0.79 1.72
C 4.42 1.11 2.97
C 4.14 2.34 3.54
C 3.35 3.26 2.86
C 2.84 2.95 1.61
C 1.27 2.46 -1.09
C 1.77 3.71 -1.44
C 0.91 4.72 -1.84
C -0.46 4.48 -1.92
C -0.96 3.22 -1.60
C -0.10 2.22 -1.19
H 0.49 -0.89 -4.46
H 2.46 -0.38 -4.60
H 4.58 0.31 -4.93
H 6.74 1.24 -4.22
H 7.00 2.12 -1.91
H 5.11 2.06 -0.36
H 4.12 -0.18 1.29
H 5.04 0.39 3.49
H 4.53 2.59 4.52
H 3.14 4.22 3.30
H 2.23 3.67 1.09
H 2.84 3.90 -1.40
H 1.30 5.69 -2.11
H -1.13 5.26 -2.24
H -2.02 3.02 -1.67
H -0.49 1.23 -0.95
C -6.79 -4.51 1.47
C -5.51 -4.01 0.85
C -4.39 -4.82 0.77
C -3.21 -4.38 0.19
C -2.01 -5.28 0.15
C -3.18 -3.08 -0.33
Te -1.40 -2.31 -1.09
C -4.30 -2.23 -0.27
C -4.27 -0.81 -0.78
C -5.45 -2.72 0.32
H -6.63 -5.45 1.99
H -7.55 -4.67 0.70
H -7.19 -3.78 2.17
H -4.43 -5.83 1.18
H -2.29 -6.32 0.32
H -1.28 -5.01 0.92
H -1.49 -5.24 -0.81
H -3.72 -0.16 -0.10
H -5.28 -0.42 -0.87
H -3.80 -0.74 -1.76
H -6.32 -2.08 0.38
Se -0.64 -1.94 2.12
N -0.01 -0.29 1.70
C -0.94 0.57 2.07
C -0.82 2.00 1.96
C -1.85 2.77 2.36
C -3.06 2.20 2.91
C -3.21 0.87 3.06
C -2.14 0.00 2.64
N -2.17 -1.31 2.74
H 0.10 2.42 1.57
H -1.78 3.84 2.29
H -3.85 2.87 3.21
H -4.10 0.42 3.48

# 2
A structure of composition C35H32As2N12SV, computed with ωB97M-V/def2-TZVPD.

Results
Kohn-Sham gap (alpha / beta): 0.0974 / 0.0924 Ha
Net charge: +2
2S+1: 2

Atoms and positions in Å:
V -0.57 -0.19 -3.68
N 2.42 1.88 -2.82
C 1.91 0.88 -2.00
N 2.48 0.52 -0.86
N 1.74 -0.53 -0.42
N 0.78 -0.79 -1.24
N 0.80 0.10 -2.29
C 2.48 1.77 -4.19
N 3.62 1.98 -4.82
N 3.33 1.71 -6.15
N 2.15 1.23 -6.31
N 1.48 1.41 -5.07
H 3.22 2.31 -2.37
C 0.45 1.06 2.41
C 0.00 2.47 2.27
As -1.92 2.63 2.02
C -2.07 4.61 2.01
C -1.11 5.54 1.47
C -1.44 6.91 1.43
C -2.68 7.35 1.85
C -3.58 6.44 2.46
C -3.27 5.11 2.50
C -2.05 1.83 0.19
C -1.88 2.53 -1.05
C -1.93 1.77 -2.23
C -2.26 0.40 -2.28
C -2.52 -0.24 -1.01
C -2.44 0.45 0.17
As -0.49 0.02 3.80
C -0.17 -1.75 3.19
C -1.29 -2.54 2.85
C -1.13 -3.94 2.84
C 0.11 -4.56 3.04
C 1.25 -3.72 3.27
C 1.08 -2.34 3.32
C 0.85 -0.06 5.28
C 1.99 0.71 5.29
C 3.10 0.39 6.11
C 2.97 -0.60 7.06
C 1.75 -1.33 7.13
C 0.73 -1.08 6.23
H 1.51 0.94 2.69
H 0.31 0.56 1.49
H 0.46 3.01 1.41
H 0.27 2.97 3.25
H -0.24 5.14 0.94
H -0.73 7.67 1.04
H -2.96 8.42 1.72
H -4.60 6.75 2.70
H -3.95 4.41 2.98
H -1.79 3.64 -1.05
H -1.75 2.23 -3.23
H -2.74 -0.01 -3.24
H -2.65 -1.35 -1.02
H -2.72 -0.09 1.12
H -2.26 -2.04 2.65
H -1.97 -4.65 2.69
H 0.17 -5.60 3.02
H 2.19 -4.09 3.47
H 1.97 -1.71 3.48
H 2.02 1.56 4.56
H 4.04 0.96 6.11
H 3.78 -0.86 7.76
H 1.72 -2.10 7.84
H -0.14 -1.69 6.23
N 0.54 -7.00 -4.63
C 0.67 -5.97 -5.51
S 1.37 -6.20 -6.98
C 0.28 -4.69 -4.99
C -0.69 -4.44 -4.02
C -0.83 -3.23 -3.43
N -0.37 -2.10 -4.10
C 0.37 -2.29 -5.22
C 0.83 -3.53 -5.61
H 1.17 -7.82 -4.74
H 0.46 -6.87 -3.63
H -1.31 -5.24 -3.66
H -1.34 -2.98 -2.49
H 0.95 -1.48 -5.75
H 1.60 -3.61 -6.35
N -0.95 0.92 -5.50
C 0.24 0.86 -4.90
H -0.82 1.25 -6.47

# 3
A structure of composition C35H32BCrN5PS2Se2, computed with ωB97M-V/def2-TZVPD.

Results
Kohn-Sham gap (alpha / beta): 0.2244 / 0.2201 Ha
2S+1: 4

Atoms and positions in Å:
Cr 13.56 12.08 13.35
C 11.67 15.57 15.19
C 11.51 15.05 16.47
C 11.59 13.66 16.66
C 12.04 12.86 15.62
C 12.42 13.46 14.38
C 12.12 14.82 14.18
C 12.26 11.41 15.74
C 11.85 10.80 16.91
C 12.12 9.46 17.11
C 12.77 8.69 16.14
C 13.08 7.31 16.33
C 14.04 6.66 15.57
C 14.60 7.34 14.48
C 14.01 8.56 14.08
C 13.20 9.35 14.92
N 12.91 10.71 14.73
H 11.48 16.64 15.07
H 11.46 15.73 17.32
H 11.38 13.20 17.60
H 12.14 15.21 13.18
H 11.30 11.42 17.66
H 11.72 9.05 18.09
H 12.46 6.78 17.00
H 14.59 5.79 15.96
H 15.39 6.88 13.87
H 14.18 8.93 13.11
Se 10.43 15.16 11.19
P 9.85 13.05 11.37
Se 11.37 11.49 11.92
C 8.40 12.81 12.39
C 8.52 12.38 13.71
C 7.45 12.41 14.62
C 6.19 12.59 14.09
C 5.99 12.85 12.70
C 7.06 13.02 11.85
C 9.36 12.48 9.71
C 9.14 11.11 9.65
C 9.02 10.52 8.38
C 8.97 11.33 7.25
C 9.16 12.76 7.35
C 9.33 13.30 8.60
H 9.57 12.20 14.02
H 7.62 12.36 15.70
H 5.36 12.46 14.79
H 4.95 12.96 12.28
H 6.84 13.34 10.79
H 9.12 10.56 10.58
H 9.08 9.46 8.29
H 8.96 10.90 6.25
H 9.25 13.38 6.48
H 9.41 14.37 8.81
C 16.10 16.22 11.11
N 16.61 14.85 11.18
C 17.93 14.45 11.15
C 17.96 13.11 11.38
N 16.62 12.60 11.44
B 16.03 11.26 11.92
N 16.88 10.79 13.20
C 17.98 9.96 13.23
C 18.59 10.07 14.46
N 17.87 11.04 15.17
C 18.23 11.63 16.45
C 16.76 11.49 14.42
S 15.48 12.46 14.90
C 15.84 13.70 11.28
S 14.14 13.68 11.41
H 15.03 16.18 11.27
H 16.27 16.56 10.07
H 16.60 16.94 11.74
H 18.71 15.16 11.22
H 18.84 12.49 11.40
H 16.09 10.38 11.07
H 14.65 11.25 12.16
H 18.24 9.34 12.40
H 19.35 9.56 15.03
H 18.82 12.60 16.30
H 18.67 10.85 17.09
H 17.27 11.89 16.90

# 4
A cluster of 3 separate species, C35H32BrF6N4O8PS in total, computed with ωB97M-V/def2-TZVPD.

Results
Kohn-Sham gap: 0.2021 Ha
SMILES string: CC[C@H](Br)c1c(C[C@@H](C)OCc2ccccc2)c(C(F)(F)C(F)(F)F)c2nc([PH2]=O)cnc2c1S(=O)(=O)F.O=[N+]([O-])c1ccccc1.O=[N+]([O-])c1ccccc1

Atoms and positions in Å:
C 3.12 4.24 -0.14
C 2.35 3.45 -1.39
C 3.37 2.49 -2.22
Br 3.43 2.88 -4.22
C 3.17 0.85 -1.92
C 1.77 0.06 -2.42
C 0.55 0.97 -3.11
C -0.83 1.00 -2.15
C -0.53 0.82 -0.55
O -1.78 2.04 -2.53
C -1.41 3.39 -2.17
C -1.97 3.90 -0.68
C -3.62 3.72 -0.49
C -4.32 4.13 0.94
C -3.32 4.69 2.13
C -1.69 4.90 1.97
C -0.99 4.48 0.52
C 1.58 -1.60 -2.24
C 0.31 -2.48 -2.76
F -0.46 -1.85 -3.90
F 0.70 -3.78 -3.43
C -0.71 -2.96 -1.52
F -0.05 -2.83 -0.17
F -2.05 -2.32 -1.58
F -0.97 -4.45 -1.66
C 2.82 -2.39 -1.44
N 2.60 -3.86 -1.21
C 3.68 -4.54 -0.45
P 3.49 -6.41 -0.04
O 4.74 -6.78 0.90
C 4.99 -3.76 0.04
N 5.32 -2.32 -0.17
C 4.18 -1.66 -0.90
C 4.40 -0.02 -1.16
S 5.93 0.88 -0.61
O 7.03 0.12 0.11
O 5.45 2.03 0.36
F 6.65 1.57 -2.05
H 2.45 5.19 0.11
H 3.17 3.54 0.81
H 4.17 4.65 -0.48
H 2.03 4.33 -2.14
H 1.36 2.97 -1.02
H 4.45 2.87 -1.89
H 0.82 2.09 -3.26
H 0.31 0.55 -4.20
H -1.39 -0.01 -2.46
H 0.52 1.15 -0.18
H -1.35 1.32 0.15
H -0.61 -0.34 -0.29
H -0.28 3.68 -2.26
H -1.97 4.11 -2.94
H -4.27 3.29 -1.39
H -5.48 3.98 1.09
H -3.85 4.94 3.17
H -1.00 5.29 2.84
H 0.17 4.59 0.36
H 2.31 -6.65 0.80
H 3.56 -7.28 -1.19
H 5.80 -4.40 0.65
C -8.83 -0.73 -1.13
C -8.45 -0.51 0.20
C -8.11 0.77 0.63
C -8.17 1.84 -0.27
C -8.54 1.63 -1.61
C -8.87 0.34 -2.03
N -7.84 3.20 0.18
O -7.49 3.34 1.37
O -7.93 4.12 -0.64
H -9.10 -1.73 -1.46
H -8.42 -1.35 0.89
H -7.82 0.92 1.67
H -8.58 2.45 -2.32
H -9.16 0.17 -3.06
C 4.85 -2.53 5.12
C 4.57 -2.66 3.76
C 3.61 -3.57 3.33
C 2.93 -4.36 4.28
C 3.22 -4.24 5.64
C 4.19 -3.32 6.06
N 1.90 -5.31 3.83
O 1.69 -5.40 2.61
O 1.31 -5.96 4.70
H 5.60 -1.81 5.46
H 5.09 -2.04 3.04
H 3.40 -3.66 2.27
H 2.71 -4.85 6.39
H 4.42 -3.22 7.12

# 5
A cluster of 19 separate species, C35H32Cl72N2O2PS in total, computed with ωB97M-V/def2-TZVPD.

Results
Kohn-Sham gap: 0.3019 Ha
Net charge: +1

Atoms and positions in Å:
C 4.82 -3.10 2.93
C 4.35 -3.63 1.98
C 3.65 -4.24 0.83
C 2.24 -3.61 0.80
C 2.34 -2.16 0.31
C 1.15 -1.59 -0.49
C 0.71 -2.53 -1.62
C 1.87 -3.15 -2.36
C 2.36 -2.67 -3.49
N 1.81 -0.41 -1.23
C 0.87 0.52 -1.91
C 0.05 1.15 -0.80
C -0.87 2.27 -1.30
S -1.83 1.83 -2.75
O -1.11 2.31 -3.89
O -2.17 0.45 -2.78
N -0.75 0.07 -0.25
C 0.00 -1.04 0.39
C 0.50 -0.56 1.77
P -1.49 -2.15 0.81
C -0.94 -3.84 1.29
C -2.47 -2.37 -0.76
C -3.00 -3.79 -0.95
H 5.09 -2.53 3.80
H 3.60 -5.32 0.92
H 4.21 -4.01 -0.08
H 1.92 -3.59 1.83
H 1.60 -4.24 0.20
H 3.18 -2.14 -0.40
H 2.64 -1.49 1.11
H 0.09 -2.02 -2.35
H 0.08 -3.33 -1.23
H 2.34 -4.03 -1.93
H 3.30 -3.05 -3.87
H 1.87 -1.90 -4.06
H 2.55 -0.73 -1.87
H 2.29 0.13 -0.50
H 1.46 1.30 -2.40
H 0.25 0.04 -2.66
H 0.74 1.60 -0.05
H -1.57 2.49 -0.49
H -0.35 3.20 -1.50
H -2.97 2.55 -2.61
H -1.40 0.44 0.43
H -0.27 0.00 2.29
H 0.83 -1.41 2.38
H 1.39 0.07 1.64
H -0.66 -4.52 0.49
H -0.17 -3.75 2.05
H -1.79 -4.29 1.80
H -1.96 -1.96 -1.63
H -3.34 -1.72 -0.61
H -3.41 -4.15 -0.01
H -2.26 -4.50 -1.31
H -3.86 -3.75 -1.63
C -2.24 3.57 3.56
Cl -2.85 2.20 2.61
Cl -0.91 3.03 4.60
Cl -1.61 4.81 2.44
Cl -3.55 4.19 4.54
C -3.79 3.59 -6.43
Cl -3.61 1.84 -6.30
Cl -4.46 4.25 -4.93
Cl -2.22 4.33 -6.74
Cl -4.89 3.95 -7.76
C -5.50 7.85 -7.04
Cl -5.99 9.54 -7.02
Cl -4.40 7.57 -8.40
Cl -4.68 7.40 -5.53
Cl -6.94 6.85 -7.22
C 4.98 1.14 5.08
Cl 6.64 1.47 5.57
Cl 4.90 -0.48 4.35
Cl 3.92 1.23 6.49
Cl 4.47 2.34 3.90
C -3.62 8.71 4.31
Cl -2.77 7.36 3.52
Cl -5.08 8.08 5.08
Cl -2.58 9.45 5.52
Cl -4.04 9.88 3.07
C -2.50 11.66 -5.52
Cl -3.13 10.03 -5.24
Cl -3.70 12.84 -5.00
Cl -1.00 11.88 -4.61
Cl -2.18 11.86 -7.25
C -0.67 -8.09 -4.66
Cl 0.20 -6.69 -4.00
Cl -0.92 -7.84 -6.39
Cl 0.29 -9.55 -4.40
Cl -2.23 -8.24 -3.85
C -4.93 9.24 -0.86
Cl -6.36 8.20 -0.86
Cl -3.65 8.49 0.09
Cl -4.37 9.49 -2.52
Cl -5.35 10.81 -0.16
C 5.43 -8.01 2.12
Cl 5.14 -6.27 2.15
Cl 6.52 -8.42 0.79
Cl 6.16 -8.50 3.65
Cl 3.89 -8.84 1.92
C 0.96 -0.77 -7.18
Cl -0.67 -0.18 -6.90
Cl 1.05 -2.49 -6.75
Cl 1.40 -0.56 -8.87
Cl 2.10 0.15 -6.16
C 0.93 8.02 0.30
Cl 2.24 8.49 1.38
Cl 1.58 7.50 -1.26
Cl 0.03 6.68 1.04
Cl -0.15 9.39 0.06
C 0.97 -10.16 4.36
Cl 0.78 -11.78 5.03
Cl 2.46 -9.42 4.94
Cl 1.01 -10.24 2.59
Cl -0.40 -9.15 4.86
C -6.89 0.32 -4.46
Cl -5.29 0.66 -3.79
Cl -6.83 -1.16 -5.41
Cl -8.05 0.14 -3.14
Cl -7.39 1.66 -5.50
C 4.29 -6.08 6.50
Cl 4.29 -7.74 7.13
Cl 3.67 -4.98 7.74
Cl 5.94 -5.62 6.07
Cl 3.26 -5.98 5.07
C 6.27 -1.78 8.66
Cl 7.24 -0.36 9.04
Cl 5.95 -1.82 6.92
Cl 7.14 -3.24 9.14
Cl 4.74 -1.70 9.54
C 0.88 -1.83 6.03
Cl 2.25 -1.44 7.06
Cl 1.48 -2.46 4.49
Cl -0.12 -3.06 6.81
Cl -0.10 -0.38 5.75
C -5.40 -5.97 -4.93
Cl -3.69 -5.59 -5.17
Cl -5.82 -7.41 -5.84
Cl -5.70 -6.25 -3.21
Cl -6.38 -4.60 -5.48
C 5.33 6.38 5.32
Cl 4.54 7.11 3.92
Cl 4.51 4.86 5.70
Cl 7.02 6.05 4.94
Cl 5.23 7.48 6.70

no.,electronic energy (eV)
1,-160987.5685
2,-212870.7677
3,-235016.3141
4,-165592.5549
5,-965612.3606